[1]
C10H20O2 | wB97M-V/def2-TZVPD

Values from the calculation:
**Kohn-Sham gap**: 10.42 eV
**Energy relative to the best compared isomer or geometry (same formula, charge and spin)**: 31.1 kcal/mol
**Max |F|**: 1.510 eV Å⁻¹
**M**: 172.3 g/mol
**Charge**: 0
**2S+1**: 1

XYZ file:
```
32
Properties=species:S:1:pos:R:3:forces:R:3
C -0.765 -0.847 1.191 0.18 -0.33 0.13
C -1.564 -0.067 0.145 -0.29 0.00 0.04
C -0.975 1.330 -0.063 0.12 0.30 -0.25
C -0.905 2.099 1.258 -0.11 0.24 0.02
C -0.106 1.318 2.304 0.26 0.13 0.18
C -0.695 -0.079 2.513 -0.08 -0.11 0.23
H 0.264 -1.003 0.813 -1.27 0.25 0.77
H -1.219 -1.844 1.353 0.15 0.34 -0.04
H -2.609 0.034 0.495 0.30 -0.08 -0.18
H -1.581 -0.620 -0.813 -0.34 0.32 0.61
H -1.580 1.893 -0.800 0.19 -0.18 0.26
H 0.048 1.230 -0.474 -1.26 0.35 0.69
H -0.451 3.095 1.096 -0.25 -0.38 0.09
H -1.934 2.255 1.636 0.33 0.05 -0.10
H 0.939 1.218 1.954 -0.35 0.06 0.16
H -0.089 1.872 3.262 0.04 -0.23 -0.40
H -0.089 -0.642 3.249 -0.31 0.23 -0.27
H -1.718 0.021 2.923 0.34 -0.06 -0.04
C 0.621 -2.105 -1.410 -0.32 -0.67 -0.03
C 1.722 -1.499 -0.565 0.68 -0.41 0.15
O 1.547 -0.092 -0.442 0.76 -0.30 -0.60
C 1.526 0.496 -1.739 0.57 0.43 -0.33
C 0.425 -0.110 -2.584 -0.40 0.25 -0.57
O 0.599 -1.517 -2.707 0.04 0.12 0.19
H -0.358 -1.964 -0.913 0.58 -0.21 -0.34
H 0.774 -3.193 -1.549 0.05 0.54 0.05
H 2.709 -1.721 -1.014 -0.28 0.12 0.07
H 1.717 -1.917 0.460 0.10 0.12 -0.60
H 1.373 1.584 -1.600 0.15 -0.55 -0.19
H 2.505 0.355 -2.236 -0.26 -0.04 0.17
H -0.562 0.112 -2.135 0.56 -0.10 -0.38
H 0.430 0.308 -3.609 0.12 -0.21 0.49
```
Forces are in eV/Å.

***

[2]
C52H52AsBrGeN6OSSn | wB97M-V/def2-TZVPD

Values from the calculation:
**Kohn-Sham gap**: 5.48 eV
**Energy relative to the best compared isomer or geometry (same formula, charge and spin)**: 9.3 kcal/mol
**Max |F|**: 0.661 eV Å⁻¹
**M**: 1155.2 g/mol
**Charge**: -2
**2S+1**: 1

XYZ file:
```
116
Properties=species:S:1:pos:R:3:forces:R:3
Sn 0.909 -1.748 1.772 -0.43 0.18 -0.27
Br -6.643 -2.325 0.836 0.07 0.01 -0.03
C -4.806 -2.554 1.315 -0.15 -0.05 -0.05
C -4.105 -3.676 0.860 0.02 0.10 0.04
C -2.794 -3.838 1.226 0.10 0.02 0.00
C -2.090 -2.901 2.043 -0.25 0.01 -0.17
O -0.858 -3.125 2.321 0.39 0.19 0.12
C -2.846 -1.768 2.494 -0.10 -0.30 -0.07
C -2.334 -0.737 3.365 0.07 0.07 0.31
N -1.115 -0.557 3.699 0.03 0.06 -0.24
C -0.770 0.539 4.485 -0.04 0.03 0.14
C -1.395 1.769 4.412 0.04 -0.17 -0.17
C -0.990 2.850 5.213 0.05 0.09 0.11
C 0.034 2.718 6.106 -0.07 0.06 -0.03
C 0.728 1.490 6.196 0.00 -0.15 -0.12
C 1.817 1.298 7.073 -0.03 0.00 -0.02
C 2.466 0.100 7.091 0.12 0.02 0.12
C 2.036 -0.915 6.212 -0.19 0.04 -0.22
N 1.028 -0.780 5.389 -0.03 -0.10 0.03
C 0.353 0.398 5.369 0.04 0.09 0.10
C -4.197 -1.633 2.120 0.18 0.04 0.07
H -4.588 -4.397 0.213 0.01 -0.02 0.00
H -2.229 -4.686 0.859 -0.04 -0.02 0.06
H -3.113 -0.087 3.792 -0.02 0.04 -0.04
H -2.181 1.919 3.684 0.01 -0.01 -0.02
H -1.495 3.802 5.106 -0.01 -0.03 -0.01
H 0.339 3.546 6.737 0.02 0.01 -0.03
H 2.125 2.116 7.716 0.01 0.00 0.01
H 3.303 -0.078 7.753 0.01 0.00 -0.02
H 2.554 -1.869 6.177 0.03 0.01 0.02
H -4.745 -0.761 2.458 -0.02 -0.02 0.04
S 3.294 -2.915 2.106 0.00 -0.17 0.05
C 4.358 -2.956 0.691 -0.05 0.08 0.16
C 5.390 -3.911 0.713 0.02 0.01 -0.05
C 6.353 -3.960 -0.277 -0.03 0.05 0.02
C 6.318 -3.047 -1.327 0.01 -0.01 0.02
C 5.297 -2.113 -1.366 -0.03 -0.06 0.03
C 4.308 -2.058 -0.382 0.03 -0.08 -0.30
As 2.821 -0.778 -0.567 0.26 0.03 0.04
C 2.311 -1.195 -2.407 -0.13 -0.03 -0.09
C 2.514 -2.454 -2.970 -0.04 0.04 0.10
C 2.049 -2.741 -4.245 -0.02 0.06 -0.04
C 1.381 -1.769 -4.980 -0.01 -0.05 0.02
C 1.158 -0.519 -4.422 0.03 -0.02 0.01
C 1.607 -0.239 -3.138 0.07 0.05 0.06
C 3.924 0.821 -0.892 -0.06 0.05 0.08
C 4.304 1.302 -2.141 -0.03 -0.06 0.00
C 5.084 2.446 -2.253 0.03 0.02 0.04
C 5.492 3.131 -1.117 -0.03 -0.05 -0.03
C 5.116 2.663 0.134 0.05 0.04 -0.04
C 4.339 1.520 0.241 0.05 -0.11 0.03
H 5.416 -4.611 1.539 0.01 0.00 -0.01
H 7.137 -4.708 -0.231 -0.02 -0.01 0.01
H 7.069 -3.069 -2.108 0.00 -0.01 0.01
H 5.254 -1.421 -2.198 -0.01 0.07 -0.01
H 3.016 -3.223 -2.398 0.04 -0.03 0.00
H 2.197 -3.730 -4.662 0.00 -0.01 0.01
H 1.012 -1.999 -5.973 0.00 0.01 -0.01
H 0.614 0.234 -4.980 -0.02 0.02 0.03
H 1.387 0.716 -2.674 -0.03 0.01 0.02
H 3.984 0.788 -3.038 0.00 -0.01 -0.02
H 5.368 2.806 -3.235 -0.01 0.00 0.00
H 6.094 4.027 -1.209 -0.02 0.01 0.01
H 5.420 3.198 1.026 -0.03 -0.03 0.01
H 4.038 1.164 1.222 0.14 0.03 -0.05
N 0.640 -2.880 -0.208 0.02 -0.06 0.17
C -0.085 -3.544 -0.845 0.04 -0.34 0.13
N -0.849 -4.165 -1.644 -0.18 0.39 -0.50
C -1.325 -5.378 -1.673 0.14 -0.23 0.30
N -1.797 -6.436 -1.784 0.06 0.23 0.02
C 1.420 2.217 1.800 -0.17 0.05 -0.07
C 0.949 3.152 0.724 -0.03 0.01 -0.01
C 1.098 4.523 0.850 -0.01 -0.05 -0.09
C 0.626 5.401 -0.125 0.00 0.00 0.02
C 0.010 4.866 -1.249 0.00 -0.03 0.01
C -0.166 3.496 -1.407 -0.04 0.11 0.06
C -0.852 2.955 -2.632 0.02 0.07 0.10
C 0.276 2.580 -0.406 -0.02 -0.07 -0.01
N 0.135 1.234 -0.507 0.32 0.05 0.10
H 1.908 2.755 2.618 0.02 -0.01 -0.03
H 2.100 1.472 1.385 -0.16 0.01 0.10
H 0.573 1.653 2.201 0.02 -0.04 0.04
H 1.589 4.918 1.736 -0.01 -0.02 0.01
H 0.729 6.474 -0.006 0.05 -0.02 -0.02
H -0.347 5.535 -2.029 -0.01 -0.03 0.00
H -0.845 3.689 -3.443 -0.03 0.01 0.01
H -1.896 2.695 -2.421 0.04 -0.05 -0.07
H -0.359 2.040 -2.966 -0.03 0.01 -0.02
C -6.021 1.580 -1.923 0.11 0.00 0.00
C -4.593 1.852 -1.456 -0.10 -0.11 0.03
C -4.295 1.246 -0.089 0.18 0.03 -0.03
C -2.842 1.475 0.341 -0.09 -0.11 -0.07
Ge -1.412 0.344 -0.477 0.06 0.11 -0.04
C -1.815 -0.581 -2.187 -0.22 0.06 0.08
C -3.125 -1.372 -2.260 0.14 -0.01 -0.04
C -3.462 -1.859 -3.674 0.02 0.09 0.04
C -3.839 -0.730 -4.632 0.03 -0.08 0.04
H -6.210 2.020 -2.906 -0.02 -0.02 0.01
H -6.748 1.996 -1.220 0.00 -0.02 -0.01
H -6.200 0.504 -1.991 -0.03 0.03 0.00
H -4.413 2.931 -1.411 0.05 0.00 -0.05
H -3.888 1.440 -2.187 -0.01 0.08 0.01
H -4.514 0.172 -0.119 -0.07 0.08 0.09
H -4.981 1.688 0.647 -0.05 -0.04 -0.03
H -2.735 1.277 1.414 0.02 0.03 -0.04
H -2.561 2.524 0.189 0.01 -0.02 0.00
H -1.277 -0.840 0.529 -0.01 -0.08 -0.03
H -0.974 -1.271 -2.314 0.01 0.03 -0.09
H -1.743 0.150 -2.998 0.00 0.02 0.04
H -3.966 -0.776 -1.887 0.03 -0.10 -0.04
H -3.036 -2.247 -1.609 -0.07 0.06 0.07
H -4.296 -2.566 -3.621 0.05 -0.05 -0.01
H -2.597 -2.402 -4.069 -0.04 -0.05 0.01
H -4.731 -0.203 -4.279 0.02 0.00 -0.02
H -4.047 -1.121 -5.632 -0.03 0.04 0.00
H -3.033 0.000 -4.724 -0.02 0.01 0.00
```
Forces are in eV/Å.

***

[3]
C28H22F2MnN2O6 | wB97M-V/def2-TZVPD

Values from the calculation:
**Kohn-Sham gap (spin up / spin down)**: 1.98 / 7.87 eV
**Max |F|**: 1.563 eV Å⁻¹
**M**: 575.4 g/mol
**Charge**: 0
**2S+1**: 6

XYZ file:
```
61
Properties=species:S:1:pos:R:3:forces:R:3
Mn 0.127 -0.316 -0.067 -0.02 0.04 0.01
C 2.336 0.784 6.923 -0.02 -0.25 -0.13
C 1.585 -0.530 6.703 0.21 0.15 0.58
C 0.482 -0.659 7.750 0.14 -0.29 -0.14
C -0.271 -1.965 7.570 0.07 0.16 0.04
C -0.787 -2.057 6.167 -0.12 -0.12 -0.01
C -1.915 -2.823 5.897 0.07 0.09 -0.16
C -2.396 -2.926 4.605 0.22 0.18 -0.17
F -3.482 -3.688 4.373 0.05 0.06 0.02
C -1.786 -2.274 3.559 -0.10 -0.08 0.18
C -0.646 -1.498 3.812 0.04 0.02 -0.24
C 0.026 -0.857 2.716 0.86 0.36 0.74
O -0.472 -0.915 1.519 -1.00 -0.71 0.97
C 1.250 -0.203 3.013 -0.27 -0.14 -0.14
C 1.684 -0.118 4.309 -0.05 -0.06 -0.32
N 1.009 -0.632 5.361 0.21 0.33 -0.36
C -0.135 -1.383 5.131 -0.57 -0.41 -0.25
C 2.126 0.376 1.932 0.13 0.01 1.14
O 3.180 0.908 2.221 -0.27 -0.13 -0.28
O 1.673 0.245 0.724 0.81 0.39 -0.56
H 2.601 0.849 7.976 0.03 0.02 0.04
H 1.699 1.631 6.673 -0.04 0.08 -0.03
H 3.255 0.849 6.347 0.03 0.05 0.01
H 2.289 -1.366 6.819 -0.08 0.03 0.08
H -0.203 0.183 7.647 -0.06 0.11 0.01
H 0.934 -0.609 8.739 0.03 0.05 0.02
H -1.102 -2.025 8.271 -0.01 -0.07 0.04
H 0.397 -2.807 7.771 -0.01 -0.02 0.08
H -2.414 -3.345 6.696 -0.13 -0.11 0.16
H -2.146 -2.347 2.547 -0.13 -0.05 -0.09
H 2.622 0.373 4.496 0.06 0.07 0.03
C -3.212 1.388 -6.462 0.20 -0.19 0.04
C -1.755 0.951 -6.614 -0.34 0.16 -0.52
C -1.012 1.971 -7.471 0.11 -0.33 0.01
C 0.436 1.555 -7.657 -0.17 0.08 0.01
C 1.074 1.346 -6.318 0.17 0.00 -0.01
C 2.448 1.503 -6.178 -0.09 -0.05 0.17
C 3.052 1.302 -4.950 -0.25 -0.09 0.19
F 4.386 1.447 -4.849 -0.08 0.01 -0.01
C 2.318 0.954 -3.840 0.10 0.08 -0.18
C 0.931 0.790 -3.962 -0.01 -0.10 0.23
C 0.168 0.376 -2.818 -0.97 -0.08 -0.69
O 0.740 0.250 -1.660 1.07 0.55 -1.00
C -1.205 0.091 -3.036 0.32 0.04 0.13
C -1.763 0.312 -4.268 0.11 -0.12 0.29
N -1.076 0.797 -5.326 -0.33 -0.05 0.42
C 0.294 0.988 -5.215 0.73 0.03 0.16
C -2.078 -0.495 -1.957 -0.30 0.31 -1.09
O -3.245 -0.749 -2.187 0.36 0.01 0.26
O -1.489 -0.703 -0.822 -0.77 -0.48 0.55
H -3.599 1.623 -7.451 -0.04 0.00 -0.03
H -3.278 2.280 -5.843 -0.02 0.07 0.06
H -3.845 0.614 -6.037 -0.06 0.01 0.00
H -1.727 -0.027 -7.115 0.02 0.10 -0.05
H -1.060 2.945 -6.982 -0.04 0.12 0.04
H -1.515 2.050 -8.434 -0.06 0.02 -0.01
H 0.984 2.318 -8.209 0.05 -0.03 -0.06
H 0.483 0.627 -8.235 0.01 0.03 -0.08
H 3.047 1.775 -7.029 0.14 0.07 -0.16
H 2.774 0.791 -2.877 0.14 0.02 0.08
H -2.802 0.073 -4.401 -0.09 0.02 -0.01
```
Forces are in eV/Å.

***

[4]
C3H10N2O | wB97M-V/def2-TZVPD

Values from the calculation:
**Kohn-Sham gap**: 10.00 eV
**Energy relative to the best compared isomer or geometry (same formula, charge and spin)**: 35.5 kcal/mol
**Max |F|**: 1.429 eV Å⁻¹
**M**: 90.1 g/mol
**Charge**: 0
**2S+1**: 1

XYZ file:
```
16
Properties=species:S:1:pos:R:3:forces:R:3
N -1.153 -2.245 -0.210 0.47 0.26 0.57
C -0.025 -1.532 0.464 -0.88 -0.89 -0.70
C 0.521 -0.365 -0.348 -0.11 0.06 0.73
N -0.279 0.845 -0.415 -0.08 0.42 -0.47
C 0.156 1.950 0.367 1.27 0.25 0.16
O 1.447 2.451 -0.121 -0.79 -1.04 -0.24
H -1.944 -2.331 0.419 0.03 0.07 -0.28
H -1.427 -1.729 -1.021 -0.43 0.14 -0.42
H -0.379 -1.236 1.451 0.41 0.26 0.12
H 0.763 -2.282 0.548 0.23 0.23 0.34
H 0.789 -0.692 -1.354 -0.01 -0.21 -0.04
H 1.446 -0.075 0.155 0.13 0.03 -0.22
H -1.252 0.822 -0.663 0.09 -0.22 0.00
H 0.335 1.621 1.398 -0.03 0.46 0.15
H -0.481 2.825 0.298 -0.72 -0.36 0.21
H 1.484 1.973 -0.966 0.40 0.55 0.09
```
Forces are in eV/Å.